1.
Here is a molecular structure, C3H5NOS in a non-equilibrium geometry from the Open Molecules 2025 dataset. Energies are from ωB97M-V with the def2-TZVPD basis set.

Properties
- 2S+1: 1
- Frontier orbital gap: 7.9 eV
- E_LUMO: 0.51 eV
- Net charge: 0
- Relative energy (zero: lowest compared OMol25 entry of this formula, charge and spin): 425.3 kJ/mol

The geometry in XYZ format:
```
11
Properties=species:S:1:pos:R:3:forces:R:3:lowdin_charge:R:1
C -1.3578 -0.2038 -0.8360 1.7475 -0.7556 1.7969 -0.263
C -1.0104 -1.2697 -0.0681 -0.8863 0.0771 -1.3153 -0.183
C 1.7101 0.7645 0.3435 -1.7309 0.2083 0.9037 -0.118
N -1.1799 0.9807 -0.1920 -0.8796 1.9581 0.1583 -0.348
O -0.5425 -0.8638 1.2002 -0.7361 -0.9599 -0.0523 -0.375
S -0.4341 0.7824 1.1446 2.5003 -0.6716 -1.2692 1.052
H -1.5334 -0.1810 -1.8630 -0.8898 -0.2695 -1.3386 0.090
H -1.3945 -2.2772 -0.3573 1.0197 0.6828 1.2258 0.126
H 1.3537 0.4311 -0.6360 0.4172 0.3252 0.1274 -0.007
H 2.3373 0.0118 0.8411 -0.2482 0.4618 -0.0653 0.009
H 2.0517 1.8249 0.4230 -0.3139 -1.0567 -0.1715 0.017
```
Forces are in eV/Å.

=====

2.
Here is a molecular structure, C53H55MnN4Si4 in a non-equilibrium geometry from the Open Molecules 2025 dataset. Energies are from ωB97M-V with the def2-TZVPD basis set.

Properties
- 2S+1: 4
- Frontier orbital gap (spin up / spin down): 5.7 / 5.6 eV
- E_LUMO (spin up / spin down): -4.03 / -4.22 eV
- Net charge: +1

The geometry in XYZ format:
```
117
Properties=species:S:1:pos:R:3:forces:R:3:lowdin_charge:R:1
Mn -0.2715 -0.6592 -0.8772 -0.2591 -0.8639 -1.1310 0.753
C 2.2967 4.6558 -5.8214 -0.0201 -0.0317 0.0092 -0.071
C 1.1589 3.9558 -6.1989 -0.0259 0.0136 0.0070 -0.063
C 0.6578 2.9488 -5.3875 0.0529 -0.1052 -0.0334 -0.037
C 1.2876 2.6307 -4.1854 -0.0001 0.0054 -0.0076 -0.198
C 2.4317 3.3385 -3.8142 -0.0475 0.0563 0.0058 -0.038
C 2.9316 4.3452 -4.6268 0.0127 -0.0234 -0.0186 -0.060
C 0.7600 1.5714 -3.2799 0.0178 0.1231 -0.1412 -0.075
C -0.5345 1.6750 -2.8003 -0.1097 -0.0575 0.0286 -0.238
C -1.4340 2.7369 -3.1292 -0.0198 0.0356 -0.0101 0.012
C -2.6026 2.4807 -2.5049 0.0117 0.0616 -0.0157 0.013
C -2.4450 1.2475 -1.7966 0.0671 0.0286 -0.0482 -0.234
C -3.4622 0.5964 -1.1229 -0.1037 0.0897 -0.0198 -0.062
C -4.8153 1.2122 -1.0531 -0.0076 0.0845 0.0284 -0.195
C -5.5154 1.5936 -2.1968 -0.0241 -0.1377 -0.0072 -0.038
C -6.7646 2.1866 -2.0921 -0.0080 0.0188 -0.0267 -0.063
C -7.3361 2.3990 -0.8451 0.0462 -0.0061 0.0150 -0.070
C -6.6503 2.0164 0.2994 0.0147 -0.0227 0.0165 -0.060
C -5.3967 1.4325 0.1971 0.0178 0.0250 -0.0328 -0.035
C -3.2727 -0.6262 -0.4939 -0.0170 -0.1095 0.0868 -0.218
N -2.0653 -1.2391 -0.2429 0.1596 0.0319 -0.0793 0.038
C -2.3752 -2.4044 0.4301 -0.0592 0.0558 -0.0632 -0.227
C -1.4706 -3.3122 0.9551 -0.0844 -0.1611 0.0938 -0.069
C -1.9903 -4.3872 1.8453 -0.0017 -0.0307 0.0075 -0.196
C -1.7687 -5.7334 1.5578 -0.0768 0.0006 -0.0509 -0.035
C -2.2624 -6.7221 2.3961 0.0119 0.0128 0.0001 -0.063
C -2.9831 -6.3786 3.5318 0.0468 0.0234 -0.0041 -0.070
C -3.2071 -5.0409 3.8272 -0.0105 0.0111 -0.0197 -0.060
C -2.7148 -4.0511 2.9896 0.0649 0.0032 0.0077 -0.037
C -0.1130 -3.2506 0.6959 0.1363 0.0231 0.0007 -0.237
C 0.8528 -4.1411 1.2581 0.0150 0.0057 0.0664 0.019
C 2.0506 -3.8236 0.7207 0.0505 -0.0184 0.0318 0.019
C 1.8334 -2.7428 -0.1878 -0.1129 -0.0314 0.0615 -0.241
N 0.5086 -2.3581 -0.1548 -0.1559 0.1188 -0.1757 0.053
C 2.8069 -2.2024 -1.0112 0.1260 -0.0699 -0.0445 -0.071
C 2.5424 -1.1596 -1.8820 0.0302 0.0862 -0.0498 -0.225
C 3.4470 -0.7392 -2.9047 0.0324 0.0187 -0.0229 0.025
C 2.8744 0.3065 -3.5405 0.0776 0.0070 -0.0078 0.026
C 1.6143 0.5448 -2.9125 0.0582 -0.0884 0.0638 -0.218
N 1.3989 -0.3871 -1.9166 -0.1770 0.0078 0.0105 0.040
C 4.1898 -2.7506 -0.9697 0.0185 -0.0261 0.0577 -0.193
C 4.4431 -4.1049 -1.1813 0.0001 -0.0059 -0.1475 -0.036
C 5.7393 -4.5956 -1.1285 0.0130 0.0390 0.0114 -0.062
C 6.7986 -3.7388 -0.8628 -0.0138 0.0070 0.0137 -0.070
C 6.5577 -2.3879 -0.6519 -0.0084 -0.0290 0.0301 -0.060
C 5.2617 -1.8976 -0.7033 -0.0248 -0.0072 0.0164 -0.041
C -3.7917 -2.5485 0.5279 -0.0715 -0.0183 -0.0059 0.022
C -4.3444 -1.4505 -0.0351 -0.0307 0.0135 0.0020 0.025
N -1.1523 0.7830 -1.9481 0.0510 -0.2515 -0.0421 0.047
H 2.6889 5.4356 -6.4610 -0.0072 0.0049 0.0269 0.108
H 0.6575 4.1957 -7.1278 0.0322 -0.0341 -0.0035 0.109
H -0.2125 2.3829 -5.6985 -0.0039 0.0381 0.0059 0.124
H 2.9231 3.1057 -2.8761 -0.0123 -0.0042 -0.0110 0.114
H 3.8206 4.8853 -4.3271 -0.0226 0.0017 0.0034 0.110
H -1.1901 3.5862 -3.7446 0.0108 -0.0191 0.0325 0.125
H -3.4928 3.0865 -2.5111 0.0078 -0.0378 0.0146 0.124
H -5.0920 1.3951 -3.1741 -0.0010 0.0285 0.0133 0.123
H -7.2932 2.4817 -2.9896 -0.0099 -0.0373 0.0191 0.110
H -8.3124 2.8587 -0.7654 0.0097 -0.0060 -0.0055 0.109
H -7.0893 2.1699 1.2770 0.0055 0.0321 -0.0249 0.110
H -4.8537 1.1498 1.0919 -0.0164 0.0035 -0.0156 0.111
H -1.2275 -6.0067 0.6596 0.0008 0.0091 0.0221 0.124
H -2.0843 -7.7633 2.1600 -0.0223 0.0139 -0.0077 0.109
H -3.3640 -7.1515 4.1864 -0.0084 0.0128 -0.0124 0.109
H -3.7694 -4.7654 4.7101 0.0255 -0.0074 0.0017 0.110
H -2.8781 -3.0058 3.2274 -0.0101 -0.0279 -0.0036 0.110
H 0.6461 -4.8981 1.9958 -0.0275 0.0205 -0.0274 0.127
H 3.0050 -4.2729 0.9369 -0.0119 0.0235 -0.0307 0.126
H 4.3894 -1.2115 -3.1256 -0.0267 -0.0013 0.0142 0.128
H 3.2582 0.8551 -4.3842 -0.0308 0.0093 0.0228 0.128
H 3.6232 -4.7707 -1.4235 0.0091 0.0049 0.0359 0.124
H 5.9254 -5.6477 -1.2989 -0.0194 0.0016 -0.0218 0.109
H 7.8097 -4.1231 -0.8208 -0.0216 0.0093 -0.0023 0.109
H 7.3802 -1.7177 -0.4377 -0.0185 0.0022 -0.0119 0.110
H 5.0707 -0.8446 -0.5294 0.0115 -0.0181 0.0066 0.112
H -4.3019 -3.4001 0.9458 0.0486 0.0152 0.0147 0.128
H -5.3906 -1.2299 -0.1657 0.0271 0.0154 0.0104 0.128
C -0.0379 -1.5775 3.7327 0.1334 -0.0217 0.0248 -0.188
Si -0.6573 0.0768 3.1117 -0.5199 -0.2647 -0.4021 0.370
C -0.2492 1.3484 4.4275 0.1036 0.2053 -0.0692 -0.196
C -2.5372 0.0462 3.0220 -0.0575 -0.1343 -0.0040 -0.203
Si 0.2430 0.7030 0.9600 1.1832 2.1717 2.6170 0.575
Si -0.2585 3.1390 0.8768 -0.3408 -0.7412 -0.5275 0.414
C 0.5149 4.0845 2.2886 0.0588 -0.1223 0.2504 -0.194
C 0.3908 3.9440 -0.6933 0.0387 0.0703 -0.0308 -0.197
C -2.1245 3.2803 0.9575 -0.0549 0.2749 0.0544 -0.196
Si 2.6463 1.0221 1.6263 -0.5426 -0.6075 -0.7478 0.419
C 3.1930 2.0859 3.0702 -0.3404 0.1383 0.1560 -0.193
C 3.2904 -0.6772 2.0820 0.3526 0.0574 -0.0697 -0.200
C 3.3723 1.7979 0.0756 0.3304 -0.0916 0.0282 -0.208
H -0.6320 -1.8954 4.5951 0.0169 0.0637 -0.0026 0.044
H 1.0059 -1.5181 4.0507 -0.0446 0.0140 0.0101 0.026
H -0.1026 -2.3569 2.9798 -0.0013 -0.0358 0.0274 -0.003
H -0.4415 0.8975 5.4061 -0.0269 -0.0551 -0.0704 0.048
H -0.8879 2.2300 4.3413 0.0186 -0.0311 0.0007 0.032
H 0.7883 1.6766 4.4169 -0.0220 0.0087 0.0450 -0.001
H -2.9614 -0.2159 3.9972 0.0399 -0.0135 -0.0222 0.046
H -2.9142 -0.6694 2.2868 0.0060 0.0493 0.0708 0.001
H -2.9246 1.0313 2.7567 -0.0044 -0.0430 0.0074 0.003
H 1.5771 4.2366 2.1099 -0.0018 0.0579 -0.0462 0.014
H 0.3993 3.6113 3.2617 0.0185 0.0730 -0.0001 0.008
H 0.0493 5.0743 2.3383 -0.0571 -0.0620 -0.0823 0.051
H 1.2630 4.5683 -0.4834 -0.0405 -0.0029 0.0416 0.039
H -0.3778 4.5802 -1.1420 0.0354 -0.0007 0.0409 0.045
H 0.6813 3.2141 -1.4429 0.0723 0.0850 0.0478 -0.009
H -2.5354 2.7651 1.8266 0.0234 0.0595 -0.0088 0.009
H -2.5862 2.8568 0.0667 0.0047 0.0164 0.0928 0.002
H -2.4281 4.3315 1.0186 0.0237 -0.0397 0.0060 0.048
H 2.7737 1.7556 4.0207 0.0700 -0.0184 -0.0034 0.021
H 2.9767 3.1433 2.9591 0.0467 0.0444 0.0260 0.009
H 4.2800 1.9770 3.1439 -0.0286 -0.0880 -0.1045 0.048
H 2.9725 -0.9273 3.0971 0.0003 0.0389 -0.0234 0.028
H 4.3856 -0.7070 2.0641 -0.0385 0.0212 0.0619 0.042
H 2.9313 -1.4541 1.4193 -0.0090 -0.0438 0.0449 -0.009
H 2.8382 2.7212 -0.1658 0.0024 -0.0359 0.0294 0.010
H 3.3081 1.1375 -0.7931 -0.0016 0.0476 0.0528 0.003
H 4.4251 2.0585 0.2311 -0.0281 -0.0104 -0.0533 0.043
```
Forces are in eV/Å.

=====

> What is the net charge in the second record?

+1